Entry 1:
The following is a quantum chemistry calculation of C4HHgMgO4 as an isolated structure, from OMol25.

The geometry in ORCA input format:
```
! RIJCOSX wB97M-V def2-TZVPD def2/J DEFGRID3
* xyz 1 3
O 1.916 0.688 3.054
C 2.182 1.633 3.616
C 0.822 -0.342 -1.009
C 0.713 0.938 -0.848
H 1.214 1.867 -0.616
Hg 1.613 -1.231 1.406
O -0.573 0.557 -1.782
C -1.382 -0.260 -1.101
O -2.512 -0.544 -1.503
O -0.612 -1.094 -0.479
Mg -3.382 -2.211 -0.737
*
```

LUMO (alpha / beta)	-4.30 / -6.06	eV
molar mass	337.9	g/mol
strongest force on any atom	4.1	eV/Å

Atom-resolved charges from natural (NBO), all expressed in e:
1. O -0.591
2. C 0.590
3. C 0.233
4. C -0.100
5. H 0.289
6. Hg 0.420
7. O -0.446
8. C 0.978
9. O -0.790
10. O -0.565
11. Mg 0.981

Entry 2:
The following is a quantum chemistry calculation of a 7-piece molecular cluster, C21H62BClO24P6 overall, from OMol25.

The geometry in ORCA input format:
```
! RIJCOSX wB97M-V def2-TZVPD def2/J DEFGRID3
* xyz 0 1
B -4.196 3.981 -3.656
C -3.126 2.911 -3.052
C -3.716 2.131 -1.793
C -3.522 0.571 -2.051
Cl -2.908 2.753 -0.262
H -4.968 3.592 -4.459
H -4.117 5.108 -3.302
H -2.880 2.208 -3.905
H -2.173 3.413 -2.708
H -4.815 2.306 -1.657
H -2.773 0.328 -2.857
H -3.121 0.114 -1.105
H -4.499 0.140 -2.390
C -0.165 -5.100 -1.549
O -0.427 -4.209 -2.631
P -0.273 -2.540 -2.257
O -0.883 -2.157 -3.590
O 1.359 -2.637 -2.384
C 1.922 -3.155 -3.586
O -0.133 -0.894 -1.812
C -0.188 -0.647 -0.405
H -0.154 -6.121 -1.929
H 0.808 -4.882 -1.099
H -0.948 -5.005 -0.794
H 1.217 -3.143 -4.419
H 2.256 -4.180 -3.414
H 2.787 -2.547 -3.849
H 0.615 -1.179 0.114
H -1.156 -0.967 -0.010
H -0.074 0.424 -0.235
C -0.886 -1.182 -9.451
O -0.248 -1.866 -8.368
P 1.400 -1.460 -8.104
O 1.643 -2.587 -7.118
O 0.988 -0.068 -7.343
C 0.159 -0.140 -6.186
O 3.040 -0.953 -8.144
C 3.454 -0.338 -9.370
H -1.950 -1.420 -9.430
H -0.767 -0.099 -9.351
H -0.465 -1.512 -10.404
H 0.137 -1.137 -5.745
H -0.857 0.155 -6.454
H 0.539 0.564 -5.445
H 2.849 0.548 -9.579
H 3.364 -1.049 -10.197
H 4.498 -0.040 -9.275
C 0.747 -7.202 4.276
O 0.501 -6.343 3.155
P 0.656 -4.661 3.462
O 0.053 -4.277 2.125
O 2.291 -4.772 3.374
C 2.877 -5.295 2.189
O 0.803 -3.026 3.969
C 0.736 -2.808 5.388
H 0.752 -8.233 3.925
H 1.719 -6.981 4.727
H -0.041 -7.081 5.022
H 2.191 -5.278 1.341
H 3.197 -6.323 2.370
H 3.755 -4.696 1.946
H 1.532 -3.359 5.897
H -0.237 -3.129 5.769
H 0.858 -1.743 5.584
C 4.234 2.413 4.110
O 4.042 1.810 5.396
P 4.387 0.132 5.488
O 3.782 0.040 6.876
O 5.996 0.433 5.575
C 6.477 1.303 6.593
O 4.707 -1.550 5.479
C 4.720 -2.164 4.182
H 4.116 3.491 4.213
H 5.239 2.205 3.730
H 3.490 2.038 3.404
H 5.760 1.434 7.404
H 6.706 2.276 6.155
H 7.395 0.880 6.999
H 5.483 -1.703 3.548
H 3.738 -2.064 3.710
H 4.948 -3.222 4.302
C 3.580 -0.245 9.950
O 4.051 0.623 10.992
P 3.042 1.964 11.347
O 4.059 2.652 12.236
O 2.016 1.025 12.218
C 2.527 0.311 13.334
O 1.909 3.252 11.402
C 1.067 3.368 10.247
H 4.227 -1.122 9.910
H 2.556 -0.573 10.154
H 3.617 0.272 8.990
H 3.482 0.708 13.681
H 2.652 -0.739 13.063
H 1.801 0.377 14.145
H 0.490 2.451 10.099
H 1.672 3.570 9.358
H 0.380 4.200 10.401
C -6.214 6.108 -9.637
O -5.895 5.277 -8.516
P -7.083 5.212 -7.277
O -6.188 4.491 -6.289
O -7.986 4.161 -8.156
C -7.403 2.927 -8.552
O -8.390 5.392 -6.179
C -9.227 6.533 -6.411
H -5.455 5.960 -10.404
H -7.190 5.839 -10.053
H -6.219 7.158 -9.337
H -6.519 2.674 -7.964
H -7.129 2.981 -9.607
H -8.147 2.141 -8.426
H -9.665 6.490 -7.412
H -8.647 7.454 -6.302
H -10.028 6.532 -5.672
*
```

LUMO	-2.83	eV
molar mass	930.8	g/mol
structure (SMILES)	BC[C@@H](C)Cl.COP(=O)(OC)OC.COP(=O)(OC)OC.COP(=O)(OC)OC.COP(=O)(OC)OC.COP(=O)(OC)OC.COP(=O)(OC)OC
strongest force on any atom	10.0	eV/Å
relative energy (zero: lowest compared OMol25 entry of this formula, charge and spin)	16.100	eV

Results of the Löwdin charge analysis, in e, for atoms 1 through 99:
1. B 0.041
2. C -0.261
3. C -0.688
4. C -0.113
5. Cl 0.518
6. H 0.007
7. H 0.020
8. H 0.090
9. H 0.078
10. H 0.092
11. H 0.073
12. H 0.053
13. H 0.083
14. C -0.139
15. O -0.254
16. P 0.715
17. O -0.283
18. O -0.281
19. C -0.101
20. O -0.254
21. C -0.146
22. H 0.089
23. H 0.072
24. H 0.080
25. H 0.072
26. H 0.085
27. H 0.094
28. H 0.080
29. H 0.074
30. H 0.082
31. C -0.139
32. O -0.246
33. P 0.687
34. O -0.278
35. O -0.282
36. C -0.097
37. O -0.241
38. C -0.145
39. H 0.089
40. H 0.081
41. H 0.078
42. H 0.063
43. H 0.087
44. H 0.094
45. H 0.081
46. H 0.079
47. H 0.085
48. C -0.133
49. O -0.254
50. P 0.700
51. O -0.289
52. O -0.294
53. C -0.102
54. O -0.252
55. C -0.131
56. H 0.090
57. H 0.082
58. H 0.081
59. H 0.077
60. H 0.088
61. H 0.088
62. H 0.085
63. H 0.081
64. H 0.086
65. C -0.132
66. O -0.256
67. P 0.713
68. O -0.297
69. O -0.274
70. C -0.099
71. O -0.238
72. C -0.134
73. H 0.090
74. H 0.082
75. H 0.081
76. H 0.084
77. H 0.087
78. H 0.094
79. H 0.085
80. H 0.076
81. H 0.088
82. C -0.131
83. O -0.252
84. P 0.684
85. O -0.288
86. O -0.283
87. C -0.115
88. O -0.240
89. C -0.142
90. H 0.092
91. H 0.083
92. H 0.042
93. H 0.085
94. H 0.083
95. H 0.088
96. H 0.082
97. H 0.079
98. H 0.085
99. C -0.137